[1]
A 6-piece molecular cluster, C17H35Cl10NO4 overall in a non-equilibrium geometry. Source: the Open Molecules 2025 dataset; level of theory: wB97M-V/def2-TZVPD.

The geometry in XYZ format:
```
67
Properties=species:S:1:pos:R:3:forces:R:3:nbo_charge:R:1
C -1.710 -5.293 3.527 0.21 0.25 0.31 -0.659
C -2.385 -4.171 2.485 1.02 -2.65 0.49 -0.093
O -3.179 -3.272 3.337 -0.62 2.78 -3.48 -0.551
C -3.799 -2.175 2.525 -1.24 -0.90 -4.53 0.799
O -4.119 -2.322 1.228 2.28 0.74 8.28 -0.603
C -4.077 -0.770 3.388 -0.47 -1.70 -0.40 -0.498
C -4.810 0.400 2.503 0.01 0.61 1.12 -0.423
C -3.747 1.636 2.314 -0.18 0.32 -0.46 -0.439
C -3.618 2.190 0.766 1.33 1.42 0.90 0.087
C -2.470 3.404 0.806 -0.81 0.91 0.56 -0.082
O -1.153 2.941 1.279 -0.74 0.69 -2.24 -0.576
C -0.118 3.054 0.238 1.25 -1.47 -0.03 -0.085
C 1.052 1.932 0.611 0.86 0.43 -0.17 -0.452
C 2.512 2.640 0.965 -0.32 -1.18 -0.36 -0.236
N 2.650 3.069 2.411 -0.58 -0.63 -0.39 -0.865
O -3.099 1.183 -0.174 -2.56 0.64 -0.01 -0.566
C -4.121 0.733 -1.132 -0.29 -1.11 -1.11 -0.271
H -2.201 -5.224 4.612 0.92 -0.10 -2.60 0.231
H -0.547 -5.108 3.680 -2.58 -0.26 -0.41 0.217
H -1.832 -6.395 3.116 0.14 2.35 0.83 0.216
H -1.480 -3.660 1.938 -2.18 -0.57 0.95 0.194
H -3.052 -4.800 1.749 1.19 1.76 1.30 0.202
H -4.791 -1.074 4.265 1.51 0.39 -1.55 0.243
H -3.038 -0.476 3.839 -2.07 -0.40 -0.91 0.246
H -5.316 0.027 1.513 1.43 0.49 1.97 0.247
H -5.699 0.822 3.179 1.90 -1.01 -1.49 0.210
H -2.669 1.335 2.682 -2.16 0.54 -0.91 0.229
H -4.101 2.534 3.010 0.81 -1.79 -1.63 0.214
H -4.622 2.704 0.405 1.91 -1.25 0.60 0.186
H -2.375 3.962 -0.222 -0.21 -1.33 1.79 0.189
H -2.827 4.233 1.587 0.58 -1.80 -1.59 0.180
H -0.522 2.764 -0.823 0.48 0.74 2.02 0.191
H 0.382 4.113 0.221 -1.12 -1.80 0.06 0.179
H 1.267 1.203 -0.296 -0.77 1.59 1.87 0.214
H 0.726 1.298 1.546 0.47 1.25 -1.90 0.219
H 3.330 1.804 0.780 -1.54 1.84 0.31 0.187
H 2.715 3.530 0.225 -0.41 -1.85 1.70 0.199
H 1.748 3.439 2.794 1.07 -0.55 -0.63 0.360
H 2.922 2.246 2.993 -0.51 0.97 -0.74 0.357
H -4.512 1.567 -1.860 0.91 -1.21 1.53 0.173
H -5.067 0.234 -0.643 1.93 1.00 -0.65 0.183
H -3.620 -0.102 -1.819 -0.95 1.86 1.65 0.207
Cl 2.914 6.164 1.321 0.02 0.11 -0.07 -0.005
C 2.843 6.703 -0.361 0.02 0.46 0.07 -0.401
Cl 2.636 5.334 -1.460 -0.01 0.23 -0.32 -0.022
H 1.998 7.386 -0.481 0.16 -0.29 0.03 0.222
H 3.773 7.220 -0.609 -0.20 -0.26 0.07 0.224
Cl -0.159 -0.586 -1.812 -0.04 -0.17 -0.04 -0.004
C 1.362 -1.344 -2.302 -0.16 -0.42 -0.02 -0.400
Cl 2.598 -0.127 -2.641 0.16 0.00 -0.03 -0.036
H 1.712 -1.993 -1.496 -0.07 0.30 -0.15 0.225
H 1.189 -1.936 -3.204 0.04 0.27 0.19 0.225
Cl 4.937 -1.416 -6.324 -0.04 -0.09 0.22 -0.032
C 4.908 0.300 -5.899 -0.02 0.30 0.34 -0.399
Cl 4.907 1.314 -7.347 0.01 0.02 0.06 -0.017
H 4.005 0.507 -5.319 0.18 -0.14 -0.25 0.230
H 5.792 0.534 -5.301 -0.17 -0.13 -0.26 0.226
Cl -0.493 -7.008 5.866 0.17 -0.32 0.24 -0.015
C 1.213 -7.217 5.451 0.14 -0.36 0.06 -0.399
Cl 1.928 -5.692 4.915 0.15 -0.04 0.00 -0.023
H 1.752 -7.573 6.332 -0.18 0.22 -0.20 0.225
H 1.296 -7.951 4.646 -0.09 0.29 0.15 0.224
Cl 7.701 -1.433 -10.065 0.04 -0.07 0.09 -0.029
C 6.003 -1.849 -9.801 -0.14 -0.22 0.28 -0.404
Cl 4.954 -0.996 -10.940 -0.09 -0.05 0.05 -0.027
H 5.875 -2.926 -9.937 0.08 0.31 -0.10 0.219
H 5.723 -1.570 -8.782 0.13 0.06 -0.40 0.232
```
Positions in Å, forces in eV/Å.

Calculated values
Structure (SMILES) ... CCOC(=O)CCC[C@@H](COCCCN)OC.ClCCl.ClCCl.ClCCl.ClCCl.ClCCl
Spin multiplicity ... 1
Total charge ... 0



[2]
One molecule with the formula C18H22BrN5O3 in a non-equilibrium geometry. Source: the Open Molecules 2025 dataset; level of theory: wB97M-V/def2-TZVPD.

The geometry in XYZ format:
```
49
Properties=species:S:1:pos:R:3:forces:R:3:nbo_charge:R:1
C -1.592 3.819 7.265 -0.03 0.02 0.00 -0.250
O -2.168 2.888 6.382 -0.11 -0.12 0.04 -0.535
C -2.011 3.194 5.017 -0.14 0.11 -0.16 -0.059
C -2.908 4.341 4.537 0.28 -0.28 -0.03 -0.440
C -2.834 4.531 3.021 0.01 0.33 0.29 -0.219
N -3.337 3.397 2.278 -0.43 -0.19 0.04 -0.597
C -2.488 2.433 1.850 0.06 -0.51 -0.42 0.575
N -1.169 2.580 1.772 0.36 0.23 0.13 -0.566
C -0.729 1.424 1.230 -1.25 -0.63 -0.14 0.387
C -1.778 0.559 0.970 0.80 0.24 0.03 -0.113
C -1.596 -0.723 0.390 -0.11 0.37 0.23 0.650
O -2.458 -1.544 0.114 -0.18 -0.10 -0.07 -0.644
N -0.238 -0.974 0.145 0.01 -0.32 -0.06 -0.457
C 0.107 -2.252 -0.470 0.00 -0.23 0.02 -0.266
C 0.595 -2.063 -1.880 0.03 0.00 -0.18 0.091
C -0.146 -1.304 -2.778 0.01 -0.07 0.07 -0.247
C 0.300 -1.113 -4.073 -0.03 0.01 0.02 -0.189
C 1.489 -1.683 -4.495 0.12 -0.05 -0.03 -0.254
C 2.217 -2.441 -3.594 0.13 -0.11 -0.09 -0.051
Br 3.851 -3.238 -4.160 -0.12 0.07 0.05 0.042
C 1.789 -2.634 -2.294 -0.06 0.00 -0.07 -0.263
C 0.839 -0.137 0.393 0.12 0.15 0.10 0.798
O 1.973 -0.476 0.132 0.21 -0.16 -0.02 -0.633
N 0.558 1.092 0.952 0.00 0.07 -0.01 -0.410
C 1.629 2.019 1.243 0.28 0.15 0.03 -0.413
N -2.920 1.236 1.384 0.28 0.34 0.15 -0.333
C -4.266 0.739 1.308 -0.41 -0.06 0.01 -0.428
H -1.658 3.378 8.258 0.05 0.09 0.02 0.196
H -0.540 4.000 7.017 0.00 0.01 0.02 0.165
H -2.127 4.775 7.263 0.03 0.00 0.02 0.162
H -2.275 2.271 4.494 0.10 0.09 -0.03 0.184
H -0.960 3.429 4.791 -0.03 -0.06 0.00 0.168
H -3.937 4.131 4.839 -0.04 0.04 0.04 0.201
H -2.601 5.274 5.013 -0.06 0.07 0.03 0.210
H -3.423 5.408 2.735 0.17 -0.03 0.00 0.202
H -1.800 4.673 2.706 -0.10 0.14 -0.01 0.234
H -4.268 3.090 2.520 0.06 -0.01 -0.07 0.392
H 0.876 -2.737 0.135 -0.11 0.03 -0.08 0.222
H -0.811 -2.848 -0.460 0.23 0.09 0.05 0.258
H -1.079 -0.864 -2.458 -0.11 0.06 0.04 0.218
H -0.279 -0.520 -4.764 -0.06 0.05 -0.06 0.216
H 1.845 -1.542 -5.503 0.04 0.00 -0.05 0.227
H 2.383 -3.215 -1.605 0.08 -0.02 0.07 0.228
H 1.417 2.977 0.771 0.05 0.00 0.03 0.212
H 2.552 1.594 0.852 -0.10 0.08 0.05 0.250
H 1.711 2.165 2.321 0.04 0.03 -0.02 0.205
H -4.710 0.670 2.304 -0.02 -0.01 -0.03 0.199
H -4.881 1.386 0.680 -0.01 -0.02 0.01 0.204
H -4.225 -0.257 0.868 -0.05 0.09 0.05 0.269
```
Positions in Å, forces in eV/Å.

Calculated values
Relative energy (zero: lowest compared OMol25 entry of this formula, charge and spin) ... 2.12 kJ/mol
Structure (SMILES) ... COCCCNc1nc2c(c(=O)n(Cc3cccc(Br)c3)c(=O)n2C)n1C
Spin multiplicity ... 1
Total charge ... 0



[3]
A 7-piece molecular cluster, C42H28O14 overall in a non-equilibrium geometry. Source: the Open Molecules 2025 dataset; level of theory: wB97M-V/def2-TZVPD.

The geometry in XYZ format:
```
84
Properties=species:S:1:pos:R:3:forces:R:3:lowdin_charge:R:1
O 8.306 -1.515 -1.250 -0.07 -0.19 0.46 0.097
C 7.810 -2.332 -0.488 0.88 0.28 -1.26 -0.380
C 6.524 -2.085 0.147 -1.39 -2.12 1.94 0.027
C 5.931 -3.075 0.887 2.13 1.71 -1.83 0.049
C 6.643 -4.366 1.047 -2.15 0.29 1.08 -0.418
O 6.142 -5.217 1.750 -0.16 -0.58 0.36 0.105
C 7.876 -4.622 0.376 1.34 -0.62 -0.99 -0.005
C 8.471 -3.670 -0.334 -0.13 0.31 0.12 0.037
H 5.994 -1.167 0.049 0.09 0.66 -0.43 0.097
H 4.977 -2.897 1.321 -0.54 -0.29 0.42 0.102
H 8.213 -5.661 0.442 0.16 0.48 0.07 0.134
H 9.406 -3.807 -0.867 -0.13 0.05 0.02 0.123
O -4.102 0.756 5.326 -0.73 0.85 0.00 0.105
C -3.072 0.149 5.432 0.31 -1.21 -0.13 -0.386
C -2.319 -0.256 4.200 0.57 1.08 -0.64 0.007
C -1.305 -1.119 4.270 -0.49 -0.56 1.76 0.033
C -0.883 -1.676 5.637 2.18 -0.02 -0.29 -0.334
O 0.168 -2.322 5.796 -2.17 0.92 -0.78 0.070
C -1.596 -1.213 6.859 -0.46 -0.34 -0.45 0.011
C -2.626 -0.363 6.770 1.00 -0.03 -0.42 0.029
H -2.547 0.302 3.243 0.00 -0.95 1.21 0.125
H -0.767 -1.462 3.419 0.46 -0.14 -0.49 0.097
H -1.187 -1.676 7.760 -0.32 0.41 -0.06 0.125
H -3.125 0.044 7.629 -0.30 0.01 0.21 0.114
O -3.086 -1.187 1.181 2.91 0.38 -0.52 0.080
C -4.193 -1.609 1.245 -2.03 0.33 0.64 -0.422
C -4.654 -2.833 0.566 0.32 -0.41 -0.86 0.015
C -5.893 -3.252 0.801 0.11 0.33 -0.32 0.017
C -6.885 -2.475 1.593 0.00 -0.19 -0.32 -0.381
O -8.014 -2.909 1.712 0.34 0.39 0.20 0.107
C -6.460 -1.144 2.097 0.35 0.68 -0.29 0.021
C -5.175 -0.749 1.982 -0.96 0.39 0.90 0.016
H -3.989 -3.293 -0.227 -0.72 0.49 1.29 0.147
H -6.329 -4.065 0.264 -0.12 -0.63 -0.12 0.116
H -7.292 -0.501 2.403 0.49 -0.22 0.42 0.129
H -4.765 0.234 2.415 -0.77 -1.61 -0.89 0.143
O 1.875 4.568 0.466 0.09 -0.16 0.83 0.102
C 1.856 4.610 -0.734 -0.53 0.51 -1.30 -0.383
C 3.049 5.069 -1.505 0.33 0.56 0.24 0.019
C 3.171 5.017 -2.824 0.30 -0.10 -0.64 0.024
C 2.029 4.418 -3.542 -0.16 0.29 0.48 -0.408
O 2.052 4.314 -4.739 0.01 -0.37 -1.18 0.098
C 0.745 4.101 -2.813 0.88 0.27 -2.51 0.007
C 0.625 4.317 -1.531 -1.02 -0.44 1.67 0.022
H 3.761 5.596 -0.911 0.61 0.00 0.49 0.114
H 4.025 5.405 -3.461 -1.13 -0.52 1.10 0.152
H 0.009 3.862 -3.595 -0.25 -0.02 1.00 0.134
H -0.352 4.217 -1.018 0.81 0.01 -0.14 0.136
O 3.450 -1.432 -0.365 1.14 0.72 0.04 0.080
C 2.480 -0.781 -0.066 -1.91 -1.18 -0.28 -0.371
C 2.454 0.693 0.269 -0.98 -0.44 -0.12 0.061
C 1.291 1.308 0.635 2.71 0.23 -0.40 0.033
C 0.032 0.592 0.499 -0.98 -0.78 -0.11 -0.394
O -1.018 1.195 0.431 -0.08 0.20 0.16 0.103
C 0.043 -0.894 0.316 0.70 -0.98 0.28 0.013
C 1.171 -1.559 -0.020 -1.08 0.99 0.54 0.008
H 3.426 1.151 0.100 -0.21 0.33 0.47 0.121
H 1.278 2.376 0.918 -0.16 -0.70 -0.29 0.111
H -0.885 -1.443 0.524 0.18 0.58 -0.44 0.099
H 1.116 -2.660 -0.216 0.59 1.16 0.24 0.138
O 4.409 -0.663 -4.024 0.13 -0.15 -0.27 0.126
C 3.220 -0.477 -4.038 -1.07 -0.61 1.24 -0.357
C 2.241 -1.463 -3.361 1.01 2.52 -1.09 0.030
C 0.968 -1.146 -3.229 -1.75 -0.72 0.06 0.002
C 0.394 0.163 -3.690 -0.46 -1.43 0.12 -0.373
O -0.794 0.427 -3.667 0.19 -0.27 0.33 0.096
C 1.347 1.081 -4.231 0.96 1.65 -1.28 -0.007
C 2.611 0.787 -4.507 1.21 0.34 0.18 0.040
H 2.710 -2.248 -2.868 0.57 -1.73 0.39 0.095
H 0.253 -1.895 -2.833 0.40 0.77 0.04 0.130
H 1.016 2.053 -4.559 -0.42 0.09 0.13 0.096
H 3.333 1.528 -4.906 -0.73 -0.53 0.04 0.140
O -3.357 3.984 -1.817 0.73 0.74 -0.27 0.105
C -3.852 2.922 -1.582 -1.74 -1.09 1.07 -0.362
C -5.134 2.900 -0.689 1.43 1.93 -0.93 0.035
C -5.922 1.851 -0.614 -0.15 -0.90 -0.82 0.000
C -5.405 0.572 -1.178 -0.94 -0.53 0.65 -0.372
O -6.098 -0.418 -0.994 0.64 -0.04 -0.51 0.084
C -4.102 0.538 -1.871 0.78 -1.25 -0.06 0.022
C -3.394 1.619 -2.118 0.29 1.26 0.01 0.014
H -5.316 3.935 -0.366 -0.38 -0.65 0.13 0.122
H -6.970 1.759 -0.311 0.55 0.40 0.43 0.131
H -3.578 -0.393 -2.140 -1.07 0.06 0.08 0.135
H -2.465 1.577 -2.679 -0.04 0.07 0.18 0.094
```
Positions in Å, forces in eV/Å.

Calculated values
Relative energy (zero: lowest compared OMol25 entry of this formula, charge and spin) ... 17.63 kJ/mol
Structure (SMILES) ... O=C1C=CC(=O)C=C1.O=C1C=CC(=O)C=C1.O=C1C=CC(=O)C=C1.O=C1C=CC(=O)C=C1.O=C1C=CC(=O)C=C1.O=C1C=CC(=O)C=C1.O=C1C=CC(=O)C=C1
Spin multiplicity ... 1
Total charge ... 0



| no. | highest occupied orbital energy (eV) | molar mass (g/mol) | DFT total energy (eV) |
| --- | --- | --- | --- |
| 1 | -8.791 | 672.00 | -153093.744 |
| 2 | -7.886 | 436.31 | -102660.178 |
| 3 | -10.134 | 756.67 | -72662.905 |